# 1
Computed, not measured: a cluster of 11 separate species, C32H78O14 in total, with the ωB97M-V functional and the def2-TZVPD basis.

XYZ file:
```
124
Properties=species:S:1:pos:R:3:forces:R:3
C 4.063736 2.486357 -2.417825 0.563 -0.738 -1.682
C 3.176777 2.197940 -1.254837 0.366 -0.428 1.219
C 3.556736 3.381654 -0.340596 -0.782 0.590 0.207
O 4.634449 4.107597 -0.973421 -0.244 0.010 0.794
C 5.295796 3.180944 -1.820943 -0.568 0.535 -0.125
H 3.469612 3.160660 -3.034618 0.587 0.661 -0.140
H 4.248544 1.661144 -3.105545 0.214 -0.380 0.346
H 3.424429 1.259275 -0.759192 0.196 -0.133 0.006
H 2.119033 2.105574 -1.501293 -0.002 0.385 -0.073
H 3.781973 3.085767 0.684013 0.541 -0.238 -0.018
H 2.713714 4.057034 -0.194747 0.086 0.312 -0.250
H 6.025258 2.626965 -1.230107 -0.440 -1.042 0.215
H 5.978349 3.693306 -2.498956 -0.613 0.432 -0.421
C -0.424133 4.332799 -0.690452 0.807 0.839 0.959
C -1.621886 4.200492 -1.601708 0.936 1.621 -1.430
C -1.979583 2.736473 -1.556963 -0.326 1.223 -0.916
O -1.478688 2.307729 -0.360691 0.030 -2.310 2.192
C -0.557001 3.161986 0.260402 0.131 1.173 -0.372
H -0.379355 5.285379 -0.162543 -0.428 0.077 0.173
H 0.593078 4.298885 -1.080604 -0.268 -0.217 -1.073
H -1.290626 4.551742 -2.578945 -0.266 -0.278 -0.397
H -2.387278 4.930620 -1.338682 -0.338 -0.478 0.380
H -1.484378 2.201452 -2.367277 -0.150 -0.170 -0.368
H -3.061755 2.617284 -1.609869 0.115 -0.355 -0.004
H 0.452642 2.757429 0.331403 -0.297 -0.684 0.666
H -0.963045 3.528429 1.203253 0.184 -0.524 0.355
C -3.074869 -0.046603 -3.968678 -0.364 1.062 0.381
C -2.570941 0.861483 -5.118478 1.094 -0.118 -0.560
C -3.297588 2.209290 -5.028435 -1.238 -0.861 1.103
O -4.024091 2.169163 -3.769979 -0.197 -1.369 0.191
C -4.282332 0.770793 -3.408664 0.867 0.122 -0.496
H -2.329062 -0.144806 -3.179870 0.174 0.112 -0.107
H -3.342285 -1.064102 -4.253796 -0.140 0.157 -0.224
H -2.635243 0.438453 -6.120980 -0.721 -0.254 0.010
H -1.491182 1.007474 -5.088448 0.114 0.117 0.612
H -4.069790 2.292805 -5.793176 0.226 0.169 -0.388
H -2.667318 3.098297 -5.005479 0.029 -0.154 -0.055
H -5.202309 0.328163 -3.790527 -0.323 0.606 -0.643
H -4.412555 0.686240 -2.329786 0.426 0.373 0.107
C -0.135045 -5.309844 4.088636 -0.641 -1.235 0.195
C 0.449097 -4.199941 3.321952 1.624 1.730 -1.029
C 0.229487 -2.952952 4.182274 -0.777 -0.001 0.491
O -0.233283 -3.436919 5.442504 -0.075 -0.159 0.384
C 0.056655 -4.824174 5.498574 -0.726 0.009 0.917
H 0.293145 -6.300798 3.937777 0.288 0.102 -0.197
H -1.196115 -5.422490 3.866055 -0.208 0.088 0.235
H 0.084263 -3.946157 2.326675 -0.064 -0.609 -0.167
H 1.530945 -4.323284 3.272067 0.093 -0.214 -0.346
H -0.576480 -2.333751 3.788442 0.095 0.198 -0.097
H 1.120335 -2.342801 4.331226 0.111 -0.018 -0.136
H -0.638674 -5.329303 6.168999 -0.191 0.278 0.168
H 1.038178 -4.974864 5.948025 0.445 -0.166 -0.421
C 1.806160 6.599885 2.111272 -0.598 0.754 0.537
O 2.107950 5.260391 2.290459 0.695 -1.068 0.853
C 1.858051 4.760196 3.620702 -0.856 -1.431 -1.126
C 2.384758 3.295641 3.688196 0.066 0.860 -0.809
O 1.669107 2.496371 2.767057 -0.813 -0.080 -0.419
C 1.920773 1.069658 2.725327 0.291 1.843 0.459
H 0.746961 6.757472 2.314692 -0.304 0.257 0.055
H 1.993077 6.963853 1.100976 0.231 -0.531 -0.090
H 2.376941 7.222749 2.800005 0.119 0.222 0.122
H 0.784132 4.673414 3.785829 -0.489 0.088 -0.298
H 2.152819 5.382651 4.465554 0.948 0.221 -0.272
H 2.288218 2.946766 4.716329 0.118 -0.202 0.156
H 3.417882 3.327060 3.342137 0.443 -0.135 0.436
H 2.996515 0.932751 2.615156 0.063 -0.367 0.132
H 1.406627 0.669160 1.851623 -0.126 0.061 0.165
H 1.545962 0.652430 3.659952 0.149 -0.481 -0.072
C 2.885175 -3.468288 -1.779763 0.044 -1.223 0.436
O 1.812567 -3.656556 -2.668535 -1.783 -0.448 -0.429
C 0.692154 -4.455422 -2.232716 -0.499 0.175 -0.109
C -0.389341 -4.657411 -3.384806 1.741 0.541 1.441
O -0.673372 -3.417609 -3.960668 0.130 0.804 -0.175
C -1.329694 -3.482857 -5.190322 -0.313 -0.748 -1.272
H 3.441100 -4.404958 -1.738568 0.619 -0.013 -0.299
H 2.592551 -3.362196 -0.735148 -0.431 0.755 0.055
H 3.481078 -2.640033 -2.163160 -0.035 -0.107 0.243
H 0.237962 -4.070780 -1.319548 -0.145 0.905 -0.070
H 0.990312 -5.435207 -1.859613 0.493 -0.449 -0.557
H -1.322455 -5.046500 -2.977366 0.111 -0.503 0.250
H 0.101833 -5.379956 -4.036569 -0.363 0.065 -0.691
H -1.602076 -2.531383 -5.647046 0.346 0.433 0.764
H -2.253758 -4.060900 -5.199932 -0.309 -0.173 0.611
H -0.729300 -3.981861 -5.950990 0.480 -0.125 -0.038
C -5.208836 -0.972597 1.518456 -0.205 0.368 -0.632
O -4.242362 -0.420649 2.389866 -0.102 -0.408 -0.414
C -3.168164 0.195600 1.696657 0.898 0.672 1.348
C -1.991587 0.514574 2.689631 -1.094 0.419 -0.307
O -2.420663 1.362531 3.769041 0.737 -0.140 -0.716
C -1.287484 1.948064 4.424725 -1.363 -0.003 0.604
H -4.804158 -1.335901 0.573812 0.768 -0.856 0.193
H -5.896506 -0.268223 1.050416 -0.371 0.817 0.757
H -5.796891 -1.732802 2.032635 0.234 0.018 0.024
H -3.479996 1.132269 1.234581 -0.139 0.117 -0.086
H -2.792120 -0.463755 0.914392 0.184 -0.122 -0.161
H -1.210368 1.056061 2.156152 0.052 -0.173 -0.432
H -1.556823 -0.403246 3.085448 -0.039 -0.220 0.099
H -0.612013 1.174431 4.789865 0.212 -0.028 -0.039
H -1.738381 2.460796 5.274374 0.190 -0.090 0.241
H -0.754513 2.722861 3.873613 0.051 -0.314 -0.617
C 0.196547 -1.045833 -0.740989 -0.595 -0.439 -0.832
O 0.056121 -1.516266 0.567779 0.458 0.100 1.181
H 0.125285 -1.922902 -1.384228 0.326 0.215 -0.604
H -0.653691 -0.411502 -0.991606 0.124 0.482 -0.169
H 1.144136 -0.534063 -0.909082 -0.065 -0.010 0.199
H -0.649231 -2.166021 0.524092 -0.275 -0.319 0.228
C 0.881805 -0.679285 -4.593110 0.497 -1.651 0.574
O 2.016411 -1.145362 -3.845206 0.471 1.363 -0.438
H 0.743767 -1.384740 -5.412478 -0.294 0.156 -0.347
H 0.032264 -0.794161 -3.919907 -0.454 0.630 -0.296
H 1.031668 0.314449 -5.015158 0.131 0.002 0.474
H 1.858517 -2.050269 -3.566265 -0.451 -0.351 -0.010
C -2.899622 -3.600498 1.451706 -1.454 0.314 0.091
O -2.030031 -3.617836 0.332663 0.750 0.190 0.341
H -3.081789 -2.592524 1.824421 0.513 0.189 -0.270
H -3.875325 -3.917459 1.083416 -0.215 -0.308 0.321
H -2.624974 -4.185576 2.329406 0.450 -0.286 -0.271
H -1.736913 -4.524259 0.213978 0.059 -0.044 -0.105
C 3.137390 -1.971291 2.249509 -0.261 -1.074 -1.865
O 3.842783 -1.478511 3.325318 0.386 0.844 1.085
H 2.054353 -1.848837 2.261227 0.040 0.236 0.574
H 3.455082 -1.533559 1.303169 0.040 0.312 -0.148
H 3.356217 -3.032727 2.132982 -0.217 -0.376 -0.008
H 4.660085 -1.113800 2.978021 0.043 0.018 0.272
```
Positions in Å, forces in eV/Å.

The HOMO-LUMO gap is 9.412 eV. Its energy above the lowest of the compared OMol25 structures with the same formula, charge and spin is 0.0000 eV. The LUMO energy is 0.24 eV. The SMILES is C1CCOC1.C1CCOC1.C1CCOC1.C1CCOC1.COCCOC.COCCOC.COCCOC.CO.CO.CO.CO. Its calculated total energy is -2319.0534 Eh.

***

# 2
Computed, not measured: a structure of composition C35H33BrCrI2N5O4, with the ωB97M-V functional and the def2-TZVPD basis.

XYZ file:
```
81
Properties=species:S:1:pos:R:3:forces:R:3
Cr 0.989053 -0.851614 0.883657 0.561 -1.391 0.659
I -0.021947 -7.751414 4.360257 0.010 0.416 -0.190
C -0.102747 -5.786914 3.552957 0.077 -0.650 0.255
C -1.333747 -5.180414 3.383357 0.028 -0.237 0.072
C -1.351047 -3.911414 2.870457 -0.494 0.505 -0.128
I -3.176347 -2.891414 2.600457 0.170 -0.257 0.082
C -0.200847 -3.167814 2.509457 0.078 -0.751 0.319
O -0.338047 -1.981814 2.069057 0.376 1.059 -0.615
C 1.039253 -3.830714 2.740857 -0.009 0.322 -0.148
C 2.372153 -3.185214 2.428857 0.143 -0.576 -0.166
N 2.335153 -1.724514 2.378257 0.274 0.360 -0.488
C 2.025253 -1.114114 3.676157 -0.188 0.176 0.387
C 1.283453 0.197986 3.517557 0.114 0.051 0.902
C 1.003153 0.958286 4.634157 0.199 -0.721 0.030
C 0.379353 2.220686 4.457357 -0.222 0.361 -0.439
C -0.088947 2.562986 3.245457 0.162 0.147 0.126
C -0.072547 1.558286 2.137957 -0.749 0.162 -0.227
N 0.937353 0.531586 2.279357 0.379 0.373 0.012
C 1.064953 -5.120114 3.239257 0.005 -0.078 0.071
H -2.246447 -5.688814 3.649757 -0.092 -0.015 -0.002
H 2.719953 -3.544314 1.449557 -0.074 0.178 0.178
H 3.098853 -3.526114 3.189257 -0.126 0.128 -0.142
H 3.261453 -1.406414 2.096657 -0.277 -0.100 -0.003
H 2.939753 -0.971714 4.273857 -0.198 -0.050 -0.133
H 1.374253 -1.797614 4.239957 0.153 0.123 -0.209
H 1.300853 0.633486 5.617857 0.166 -0.133 0.068
H 0.332553 2.912586 5.289257 -0.027 0.082 0.029
H -0.528447 3.528186 3.033757 0.017 0.103 0.075
H 0.106953 2.061486 1.175157 -0.170 0.004 0.213
H 2.021753 -5.606814 3.382757 0.032 -0.012 0.055
C -1.050647 -0.541514 -4.137443 -0.277 -0.432 -0.048
O -0.381747 0.655186 -4.513643 0.107 0.530 0.158
C -0.988047 1.853486 -4.217643 -0.125 -0.020 0.031
C -1.061147 2.766386 -5.262143 0.030 0.069 -0.009
C -1.629347 4.015086 -5.100343 -0.035 -0.048 -0.028
C -2.184047 4.350086 -3.875943 -0.045 0.055 0.039
C -2.098547 3.467686 -2.819843 0.104 -0.117 -0.014
C -1.456447 2.228586 -2.941843 0.188 0.122 -0.517
N -1.384547 1.435986 -1.805143 0.255 -0.415 0.661
C -0.339847 0.680686 -1.293343 0.215 0.376 -0.058
N 0.803753 0.638886 -1.994843 -0.451 0.242 -0.564
C 2.119753 0.548086 -1.519043 0.277 -0.099 0.333
C 2.459953 0.000786 -0.278543 0.196 0.167 -0.634
C 3.841853 -0.056914 -0.051843 -0.058 -0.047 0.359
C 4.791153 0.405486 -0.942443 0.140 -0.057 0.142
C 4.410153 1.009886 -2.129943 -0.087 0.014 -0.161
C 3.062353 1.079286 -2.417243 -0.101 0.113 -0.027
O 2.537353 1.656786 -3.564143 -0.043 -0.397 0.486
C 3.348453 2.535486 -4.290843 0.138 0.186 -0.155
N -0.438347 0.124486 -0.115843 -0.058 0.148 -0.583
C -1.602247 0.261886 0.621857 -0.818 0.061 0.227
C -1.453047 0.769286 2.019557 0.121 0.434 -0.109
C -2.706747 1.415486 2.491957 -0.021 -0.028 -0.041
C -3.900647 1.104186 1.938057 -0.045 0.309 0.390
C -4.008547 0.266686 0.807957 -0.066 -0.156 -0.312
C -2.849247 -0.079714 0.116457 0.458 -0.274 -0.218
O -2.851047 -0.705014 -1.115343 0.160 0.177 0.502
C -3.990547 -1.455614 -1.435643 -0.273 -0.090 -0.055
H -0.302247 -1.330314 -4.186443 -0.069 0.005 0.038
H -1.855647 -0.748014 -4.851443 0.034 0.019 0.042
H -1.464547 -0.507914 -3.129943 0.008 -0.016 -0.078
H -0.659947 2.462286 -6.216443 0.062 -0.082 -0.095
H -1.660447 4.710686 -5.925743 -0.014 0.021 -0.078
H -2.666747 5.306186 -3.734543 -0.029 0.057 0.014
H -2.514847 3.739786 -1.857743 0.057 -0.015 0.074
H -2.062147 1.664186 -1.083843 -0.003 -0.197 -0.150
H 0.763853 0.923586 -2.967443 -0.128 0.070 0.239
H 4.225553 -0.500214 0.865057 0.006 0.071 -0.053
H 5.843853 0.284886 -0.717843 0.027 0.074 0.025
H 5.151953 1.397686 -2.809243 0.056 0.044 -0.120
H 2.675153 3.067186 -4.965343 0.133 -0.027 -0.017
H 4.107553 2.003186 -4.877543 -0.043 0.048 0.060
H 3.842253 3.258186 -3.630943 -0.008 -0.052 -0.050
H -1.275747 -0.084414 2.700257 -0.123 -0.047 -0.074
H -2.648947 2.040786 3.368957 0.007 0.083 0.120
H -4.817947 1.505586 2.352757 0.018 0.005 0.104
H -4.981347 -0.042714 0.466457 -0.101 -0.017 -0.133
H -3.726947 -2.043014 -2.315043 -0.081 0.010 0.045
H -4.839247 -0.802214 -1.669843 -0.030 -0.084 -0.047
H -4.263047 -2.124314 -0.615143 -0.009 -0.053 -0.037
Br 1.005253 -2.738514 -0.734443 0.025 -0.320 -0.267
```
Positions in Å, forces in eV/Å.

The HOMO-LUMO gap (spin up / spin down) is 5.860 / 5.807 eV. Its spin multiplicity is 5. The LUMO energy (spin up / spin down) is 2.29 / 1.99 eV. As for the expectation value of S²: 6.08. Its net charge is -1. Its calculated total energy is -6142.2262 Eh.